Record 1
Below is C12H15BrN2O4 in the gas phase at a distorted geometry, with properties calculated with the ωB97M-V functional and the def2-TZVPD basis.

Structure (XYZ):
```
34
Properties=species:S:1:pos:R:3:nbo_charge:R:1
O 1.551 -0.312 1.246 -0.64
C 2.267 -0.410 0.269 0.67
C 1.709 -0.269 -1.147 -0.32
N 0.273 -0.239 -1.076 -0.60
C -0.496 -0.828 -2.017 0.63
O -0.058 -1.285 -3.057 -0.62
C -1.936 -0.843 -1.702 0.15
C -2.984 -1.332 -2.440 -0.22
C -4.153 -1.103 -1.685 -0.33
C -3.723 -0.491 -0.543 0.19
Br -4.668 0.127 0.939 0.11
O -2.395 -0.326 -0.534 -0.41
N 3.588 -0.648 0.319 -0.61
C 4.340 -0.707 1.550 -0.24
C 5.262 0.516 1.687 0.09
C 4.496 1.830 1.892 -0.43
C 5.319 2.829 1.082 -0.43
C 5.813 1.948 -0.062 -0.06
O 6.038 0.668 0.500 -0.54
H 2.016 -1.103 -1.785 0.24
H 2.091 0.661 -1.590 0.21
H -0.099 -0.024 -0.158 0.43
H -2.909 -1.795 -3.402 0.25
H -5.163 -1.350 -1.938 0.24
H 4.137 -0.649 -0.526 0.41
H 3.628 -0.733 2.377 0.24
H 4.944 -1.619 1.552 0.20
H 5.958 0.332 2.518 0.18
H 3.490 1.742 1.481 0.21
H 4.420 2.093 2.943 0.22
H 6.165 3.189 1.669 0.21
H 4.739 3.680 0.732 0.22
H 5.052 1.883 -0.855 0.15
H 6.752 2.289 -0.504 0.19
```

Properties
Total charge: 0
Frontier orbital gap: 9.459 eV
Energy relative to the best compared isomer or geometry (same formula, charge and spin): 0.0 kJ/mol
E_LUMO: 0.0255 Ha

Record 2
Below is a molecular structure, C23H54B2MgO11S5 at a distorted geometry, with properties calculated with the ωB97M-V functional and the def2-TZVPD basis.

Structure (XYZ):
```
96
Properties=species:S:1:pos:R:3:mulliken_charge:R:1
Mg -0.366 -0.280 -1.847 0.31
B -0.748 0.655 -0.224 1.97
H 0.063 -0.028 -0.019 -0.34
H -1.593 0.071 -0.553 -0.18
H -0.976 1.221 0.665 -0.80
H -0.472 1.332 -1.017 -0.01
B -1.458 -0.320 -3.437 2.05
H -0.924 0.582 -3.182 -0.15
H -0.719 -1.105 -3.486 -0.36
H -2.113 -0.545 -2.610 -0.67
H -1.860 -0.178 -4.428 -0.29
C -3.358 3.749 -1.281 -1.02
C -4.319 3.001 -0.361 0.65
O -5.545 2.928 -0.575 -0.67
C -3.770 2.307 0.853 0.55
H -2.985 4.687 -0.871 0.29
H -3.922 3.969 -2.187 0.39
H -2.516 3.169 -1.660 0.16
H -3.614 1.343 0.370 -0.49
H -4.506 2.315 1.657 0.45
H -2.884 2.881 1.125 -0.39
C 4.169 -0.419 -3.908 0.04
C 3.671 0.062 -5.331 -0.73
C 2.306 0.785 -5.091 -0.75
S 2.309 1.413 -3.307 0.94
O 1.355 0.617 -2.424 -1.05
O 2.259 2.885 -3.340 -0.77
C 4.011 0.871 -3.004 -0.65
H 5.114 -0.954 -3.998 0.48
H 3.535 -1.249 -3.595 -0.28
H 3.531 -0.793 -5.992 0.39
H 4.386 0.681 -5.873 0.31
H 1.430 0.178 -5.318 0.37
H 2.142 1.563 -5.837 0.46
H 4.129 0.808 -1.922 0.23
H 4.777 1.569 -3.343 0.42
C -4.912 -3.253 -0.641 -0.86
C -4.628 -1.978 0.078 -0.41
C -3.312 -2.135 0.810 -0.30
S -2.264 -3.089 -0.431 0.93
O -1.659 -4.234 0.224 -0.83
O -1.442 -2.168 -1.178 -1.01
C -3.681 -3.640 -1.450 -0.80
H -5.738 -3.400 -1.337 0.40
H -5.260 -4.043 0.024 0.34
H -5.425 -1.827 0.806 0.48
H -4.688 -1.123 -0.595 0.16
H -3.387 -2.666 1.759 0.46
H -2.799 -1.194 1.012 -0.13
H -3.626 -4.706 -1.674 0.49
H -3.705 -3.036 -2.357 0.36
C 1.888 -5.313 -2.141 -0.90
C 1.144 -5.317 -0.752 -0.55
C 1.564 -3.990 -0.139 -0.84
S 1.991 -2.788 -1.551 0.58
O 3.423 -2.518 -1.452 -0.68
O 0.970 -1.735 -1.729 -0.13
C 1.655 -4.030 -2.913 -0.58
H 1.725 -6.185 -2.775 0.48
H 2.929 -5.521 -1.890 0.31
H 1.480 -6.158 -0.145 0.46
H 0.084 -5.489 -0.936 0.14
H 2.484 -4.014 0.445 0.58
H 0.785 -3.501 0.446 0.34
H 2.311 -3.734 -3.732 0.46
H 0.620 -3.804 -3.170 0.28
C 2.533 1.142 3.717 -0.51
C 3.858 0.320 4.112 -0.83
C 4.486 -0.149 2.802 -1.05
S 3.082 -0.516 1.632 1.33
O 2.762 -1.947 1.644 -0.67
O 3.345 0.230 0.393 -0.71
C 1.840 0.485 2.550 -0.32
H 2.931 2.077 3.324 0.36
H 1.961 1.575 4.538 0.19
H 3.592 -0.667 4.489 0.29
H 4.534 0.751 4.851 0.44
H 5.285 -0.874 2.650 0.52
H 4.908 0.724 2.304 0.35
H 1.026 -0.188 2.820 0.43
H 1.490 1.257 1.865 0.01
C -0.820 4.495 5.838 -0.83
C 0.156 3.820 4.808 -0.58
C -0.801 3.109 3.764 -0.36
S -2.272 4.173 3.648 1.21
O -3.346 3.204 3.970 -0.65
O -2.171 4.930 2.328 -0.68
C -1.817 5.295 5.044 -0.75
H -0.353 5.071 6.636 0.44
H -1.369 3.717 6.368 0.29
H 0.883 3.185 5.315 0.27
H 0.723 4.575 4.264 0.34
H -1.169 2.199 4.239 0.39
H -0.313 3.029 2.793 0.17
H -2.713 5.695 5.518 0.45
H -1.322 6.101 4.502 0.35
```

Properties
Total charge: 0
Frontier orbital gap: 8.686 eV
Energy relative to the best compared isomer or geometry (same formula, charge and spin): 429.7 kJ/mol
E_LUMO: 0.0097 Ha

Record 3
Below is 3 unconnected molecules or ions with the total composition C4H12N2O at a distorted geometry, with properties calculated with the ωB97M-V functional and the def2-TZVPD basis.

Structure (XYZ):
```
19
Properties=species:S:1:pos:R:3:nbo_charge:R:1
C 0.552 0.224 1.285 -0.13
C -0.465 0.958 2.149 -0.64
O 1.569 1.071 0.788 -0.76
H 1.218 1.498 -0.014 0.49
H 1.069 -0.515 1.904 0.18
H -0.320 0.042 0.127 0.21
H 0.023 1.503 2.964 0.21
H -1.031 1.674 1.550 0.20
H -1.172 0.248 2.584 0.20
N 0.467 -1.942 -0.807 -0.82
N 0.313 0.840 -1.836 -0.87
C -0.662 -1.407 -1.345 0.03
C -0.744 -0.008 -1.311 -0.24
H 0.844 -1.270 -0.047 0.41
H 0.376 -2.891 -0.470 0.38
H 1.190 0.334 -1.903 0.38
H 0.062 1.225 -2.737 0.38
H -1.568 -2.004 -1.367 0.19
H -1.720 0.417 -1.515 0.21
```

Properties
Total charge: 0
Frontier orbital gap: 7.959 eV
Energy relative to the best compared isomer or geometry (same formula, charge and spin): 416.0 kJ/mol
E_LUMO: 0.0280 Ha

Record 4
Below is C8H10INO in the gas phase at a distorted geometry, with properties calculated with the ωB97M-V functional and the def2-TZVPD basis.

Structure (XYZ):
```
21
Properties=species:S:1:pos:R:3:nbo_charge:R:1
C 1.429 2.341 0.414 -0.64
C 1.258 0.824 0.383 0.21
C 2.138 -0.225 0.008 -0.30
I 4.137 -0.272 -0.351 0.20
C 1.266 -1.497 -0.170 -0.45
C -0.126 -1.013 0.261 -0.02
C -1.369 -0.635 -0.671 -0.31
C -2.700 -1.012 -0.067 -0.61
C -1.122 0.819 -0.202 0.72
O -1.627 1.862 -0.594 -0.55
N 0.002 0.417 0.544 -0.46
H 0.877 2.744 1.247 0.23
H 1.023 2.532 -0.516 0.24
H 2.419 2.689 0.482 0.23
H 1.261 -1.888 -1.223 0.22
H 1.584 -2.206 0.565 0.22
H -0.404 -1.505 1.176 0.19
H -1.140 -0.820 -1.632 0.22
H -2.564 -0.794 1.052 0.21
H -2.956 -2.118 -0.168 0.22
H -3.386 -0.244 -0.535 0.24
```

Properties
Total charge: 0
Frontier orbital gap: 8.440 eV
Energy relative to the best compared isomer or geometry (same formula, charge and spin): 98.6 kJ/mol
E_LUMO: 0.0223 Ha

Record 5
Below is C2H2OS3 in the gas phase at a distorted geometry, with properties calculated with the ωB97M-V functional and the def2-TZVPD basis.

Structure (XYZ):
```
8
Properties=species:S:1:pos:R:3:nbo_charge:R:1
O -0.779 0.065 -1.848 -0.52
C 0.072 0.222 -1.011 0.33
S 1.634 0.867 -1.475 0.06
C -0.239 -0.177 0.475 -0.41
S 0.842 -0.074 1.717 0.05
S -1.818 -0.829 0.526 0.22
H 2.093 0.934 -0.232 0.15
H -1.804 -1.009 1.848 0.14
```

Properties
Total charge: 0
Frontier orbital gap: 7.851 eV
Energy relative to the best compared isomer or geometry (same formula, charge and spin): 6.2 kJ/mol
E_LUMO: -0.0550 Ha

no.,HOMO (eV)
1,-8.77
2,-8.42
3,-7.20
4,-7.83
5,-9.35